Entry w
ORCA calculation (the ωB97M-V functional and the def2-TZVPD basis) on a cluster of 2 separate species, CH7N4O in total.

The geometry in XYZ format:
```
13
CH7N4O (the ωB97M-V functional and the def2-TZVPD basis)
O 3.00 1.05 -0.49
N -1.97 -0.27 0.09
N 2.28 0.19 0.15
N 0.55 -1.47 0.10
N -1.22 1.02 -0.16
C 1.38 -0.52 0.02
H -0.89 1.47 0.74
H -2.68 -0.47 0.79
H 0.84 -2.47 -0.17
H -1.77 1.70 -0.61
H -2.62 -0.45 -0.68
H -0.47 -1.28 0.11
H 3.58 1.49 0.11
```

Results
Charge: +1
Frontier orbital gap, eV: 9.90
E_LUMO, hartree: -0.137

From a natural (NBO) analysis of the wavefunction, the atomic charges in e read: -0.420 -0.736 -0.027 -0.765 -0.677 0.674 0.370 0.381 0.461 0.371 0.380 0.473 0.515

Entry x
ORCA calculation (the ωB97M-V functional and the def2-TZVPD basis) on the ion CH7N4O with charge +1.

The geometry in XYZ format:
```
13
CH7N4O (the ωB97M-V functional and the def2-TZVPD basis)
O 1.49 -0.44 0.82
N 2.59 0.19 -0.33
N 0.35 -0.86 0.30
N -1.92 -0.61 0.06
N -0.55 1.23 0.46
C -0.73 -0.06 0.27
H -2.03 -1.61 0.00
H 0.39 1.58 0.57
H 0.29 -1.85 0.08
H 3.27 0.58 0.32
H -2.76 -0.05 0.05
H 2.97 -0.65 -0.75
H -1.31 1.89 0.47
```

Results
SMILES: NO[NH+]=C(N)N
Charge: +1
Frontier orbital gap, eV: 10.80
E_LUMO, hartree: -0.134

From a natural (NBO) analysis of the wavefunction, the atomic charges in e read: -0.273 -0.489 -0.266 -0.751 -0.738 0.651 0.429 0.448 0.400 0.365 0.433 0.359 0.432

Result of the stability comparison: entry w is the least stable of them.

Entry w
ORCA calculation (the ωB97M-V functional and the def2-TZVPD basis) on a structure of composition C2H2O.

The geometry in XYZ format:
```
5
C2H2O (the ωB97M-V functional and the def2-TZVPD basis)
O 0.30 0.35 -2.19
C -0.31 -0.53 0.65
C 0.37 0.34 -1.04
H 0.63 -0.49 1.44
H -0.99 0.34 1.13
```

Results
Charge: 0
Frontier orbital gap, eV: 8.87
E_LUMO, hartree: -0.018

From a natural (NBO) analysis of the wavefunction, the atomic charges in e read: -0.460 -0.532 0.677 0.160 0.155

Entry x
ORCA calculation (the ωB97M-V functional and the def2-TZVPD basis) on a cluster of 2 separate species, C2H2O in total.

The geometry in XYZ format:
```
5
C2H2O (the ωB97M-V functional and the def2-TZVPD basis)
O -2.46 0.15 -0.04
C 1.28 -0.49 -0.08
C -1.31 0.07 -0.08
H 1.27 0.40 -0.83
H 1.22 -0.13 1.04
```

Results
Charge: 0
Frontier orbital gap (alpha / beta), eV: 8.74 / 8.74
E_LUMO (alpha / beta), hartree: -0.020 / -0.020

From a natural (NBO) analysis of the wavefunction, the atomic charges in e read: -0.487 -0.273 0.557 0.101 0.102

Result of the stability comparison: entry x is the least stable of them.